C44H124N8O14 | ωB97M-V/def2-TZVPD

## Properties
highest occupied orbital energy	-8.268	eV
energy above the lowest of the compared OMol25 structures with the same formula, charge and spin	3.327	eV
calculated total energy	-88216.6998	eV

Last column: Mulliken charge in e.
Geometry (Å):
1 C 1.6813 -0.4812 3.7961  -0.637
2 C 0.9747 -1.5965 4.5820  0.035
3 O 0.5929 -0.9755 5.7391  -0.648
4 H 2.5329 -0.1220 4.3739  0.341
5 H 1.0124 0.3539 3.5881  0.106
6 H 2.1722 -0.7979 2.8760  0.194
7 H 1.6709 -2.4067 4.7989  0.374
8 H 0.0553 -1.9744 4.1348  -0.008
9 H 0.1032 -0.1858 5.4979  0.213
10 C -3.7657 -0.8436 -3.1633  -0.333
11 C -5.2399 -1.3248 -3.1149  -0.192
12 O -6.0583 -0.2302 -2.6312  -0.532
13 H -3.0294 -1.5838 -3.4763  0.151
14 H -3.4718 -0.4026 -2.2108  -0.254
15 H -3.8003 -0.0487 -3.9084  0.479
16 H -5.3987 -2.1446 -2.4143  -0.020
17 H -5.5241 -1.7705 -4.0681  0.437
18 H -6.9656 -0.4501 -2.8553  0.260
19 C -0.7681 5.4302 -3.4335  -1.333
20 C -0.1823 4.0188 -3.3075  -0.230
21 O 0.5381 3.8708 -2.1193  0.989
22 H -0.0719 6.2040 -3.1098  0.236
23 H -1.6528 5.5255 -2.8041  0.248
24 H -1.0512 5.6059 -4.4713  0.494
25 H 0.5285 3.7516 -4.0895  0.367
26 H -0.9546 3.2514 -3.3613  0.477
27 H -0.0198 3.5070 -1.4279  -0.483
28 C 3.3496 2.8362 -3.9143  -0.772
29 C 3.9248 3.2796 -2.6139  0.091
30 O 3.1116 4.3532 -2.2021  -0.628
31 H 3.5014 3.6369 -4.6381  0.335
32 H 2.3050 2.5279 -3.8692  -0.024
33 H 3.8580 1.9658 -4.3290  0.136
34 H 4.9047 3.7466 -2.7126  0.409
35 H 4.0176 2.3876 -1.9942  -0.130
36 H 2.2112 4.0779 -2.3893  0.008
37 C -3.8207 2.5551 0.3036  1.038
38 C -4.7853 1.6627 -0.4641  0.449
39 O -4.6478 1.9701 -1.8403  -0.634
40 H -2.7708 2.3311 0.1144  -0.656
41 H -4.1112 2.6563 1.3493  0.408
42 H -3.8480 3.5589 -0.1204  -0.076
43 H -5.8452 1.7185 -0.2160  0.464
44 H -4.5618 0.5986 -0.3868  -0.304
45 H -5.1056 1.2821 -2.3289  0.276
46 C 0.4834 -3.9298 1.3584  0.003
47 C 1.8065 -4.2701 0.5943  -0.774
48 O 1.7166 -3.5288 -0.6353  0.703
49 H 0.5542 -2.9127 1.7439  -0.351
50 H 0.4218 -4.6480 2.1760  0.597
51 H -0.3892 -3.9762 0.7069  -0.479
52 H 1.9148 -5.3030 0.2633  0.265
53 H 2.7295 -4.0419 1.1273  0.478
54 H 2.6377 -3.3404 -0.8292  0.141
55 C 5.5820 3.1918 1.3856  -1.466
56 C 4.3726 4.0747 1.6248  1.571
57 C 4.6023 5.1449 2.7604  -0.686
58 O 4.9596 4.6231 4.0434  -0.438
59 C 4.1593 3.5929 4.6921  -0.450
60 N 4.0670 4.8481 0.4763  -0.562
61 H 5.7128 2.3869 2.1088  0.290
62 H 6.5002 3.7778 1.4269  0.350
63 H 5.4204 2.7282 0.4125  0.302
64 H 3.4578 3.5107 1.8066  -0.205
65 H 3.7275 5.7743 2.9237  0.271
66 H 5.4196 5.7831 2.4243  0.375
67 H 3.1602 4.0284 4.7100  0.212
68 H 4.4753 3.4378 5.7237  0.361
69 H 4.1851 2.6997 4.0679  0.076
70 H 3.7314 4.2087 -0.2298  -0.374
71 H 3.2314 5.4050 0.5844  0.357
72 C 1.2793 -1.1482 -3.2136  0.358
73 C 1.0676 -1.1510 -4.7226  0.680
74 C 2.2835 -1.5135 -5.6193  -1.010
75 O 3.2228 -0.4475 -5.5746  -0.146
76 C 4.5063 -0.6755 -6.1673  -0.787
77 N 0.1087 -2.1900 -5.0107  -0.547
78 H 0.3374 -0.8803 -2.7348  -0.173
79 H 2.0990 -0.4988 -2.9062  0.356
80 H 1.5611 -2.1865 -3.0387  -0.764
81 H 0.5470 -0.2410 -5.0208  0.533
82 H 2.0080 -1.7628 -6.6440  0.441
83 H 2.7018 -2.4429 -5.2327  0.071
84 H 5.2142 0.0975 -5.8683  0.249
85 H 4.3889 -0.6383 -7.2504  0.336
86 H 4.9646 -1.6003 -5.8169  0.227
87 H -0.4343 -2.0703 -5.8539  0.283
88 H -0.5826 -2.0771 -4.2830  -0.206
89 C -4.5137 -4.7221 5.4583  -1.842
90 C -4.1347 -4.0975 4.1724  0.421
91 C -5.3294 -3.4926 3.3381  -0.942
92 O -4.7508 -3.0770 2.0683  0.071
93 C -5.7434 -2.6238 1.1249  -0.811
94 N -3.1626 -3.0770 4.4488  -0.363
95 H -3.5992 -4.8075 6.0451  0.407
96 H -4.9211 -5.7286 5.3625  0.435
97 H -5.1417 -4.0587 6.0530  0.332
98 H -3.7536 -4.9116 3.5559  0.428
99 H -5.9184 -2.6862 3.7750  0.337
100 H -6.0316 -4.2877 3.0873  0.615
101 H -6.0793 -1.6259 1.4071  0.363
102 H -6.6368 -3.2480 1.1071  0.447
103 H -5.4095 -2.5643 0.0890  -0.061
104 H -2.9362 -2.7199 3.5315  -0.112
105 H -3.5556 -2.2434 4.8619  0.267
106 C 4.2486 -6.0188 -2.3559  -1.292
107 C 4.2742 -4.6762 -3.0870  1.353
108 C 4.9522 -3.6006 -2.2520  -0.881
109 O 4.1914 -3.2479 -1.0971  -0.507
110 C 4.5373 -1.9767 -0.5702  -0.916
111 N 4.9584 -5.0225 -4.3631  -0.760
112 H 5.1312 -6.6292 -2.5470  0.397
113 H 3.4152 -6.5320 -2.8355  0.283
114 H 4.0339 -5.8953 -1.2945  0.215
115 H 3.2562 -4.4295 -3.3888  -0.472
116 H 5.1916 -2.7165 -2.8428  0.375
117 H 5.9423 -3.9468 -1.9556  0.341
118 H 5.6089 -1.7786 -0.5919  0.547
119 H 4.2837 -2.0319 0.4885  0.212
120 H 4.0143 -1.1511 -1.0529  0.166
121 H 4.6992 -4.3510 -5.0716  0.293
122 H 5.9259 -4.8676 -4.1181  0.298
123 C 1.9118 1.5979 0.2166  0.071
124 C 0.5011 1.3028 -0.3210  1.202
125 C 0.0286 -0.1425 0.1289  -0.234
126 O -1.3975 -0.1765 0.0052  0.079
127 C -1.8983 -1.5277 -0.0220  0.510
128 N -0.3043 2.3980 0.1307  0.119
129 H 1.9573 1.6655 1.3035  0.182
130 H 2.3521 2.5357 -0.1221  -0.732
131 H 2.4812 0.6961 -0.0085  -0.090
132 H 0.4816 1.2930 -1.4108  -0.363
133 H 0.1946 -0.3491 1.1862  -0.377
134 H 0.5606 -0.9668 -0.3460  -0.171
135 H -2.9681 -1.4329 -0.2080  -0.468
136 H -1.6592 -1.9463 0.9556  -0.248
137 H -1.4721 -2.0315 -0.8895  0.308
138 H -0.1358 2.6365 1.0976  0.056
139 H -1.2590 2.0686 0.1249  -0.946
140 C -2.9711 0.0486 3.7375  -1.529
141 C -2.8404 -0.0145 5.3071  -0.217
142 C -2.0323 1.1751 5.8786  -1.095
143 O -0.8804 1.3562 5.1065  -0.040
144 C -0.0654 2.4669 5.5400  -0.837
145 N -4.1790 -0.1704 5.8549  -0.507
146 H -2.1171 -0.3633 3.1998  0.221
147 H -3.2225 1.0382 3.3559  0.479
148 H -3.7818 -0.5696 3.3518  0.570
149 H -2.3148 -0.9451 5.5212  0.688
150 H -1.8134 0.8382 6.8918  0.374
151 H -2.6388 2.0774 5.9571  0.436
152 H 0.8257 2.5111 4.9137  0.109
153 H 0.1972 2.2708 6.5795  0.351
154 H -0.5923 3.4081 5.3832  0.379
155 H -4.5242 0.7781 5.8180  0.348
156 H -4.0067 -0.3081 6.8405  0.330
157 C 0.4153 7.4131 1.8817  -1.669
158 C 0.3659 6.2555 0.8905  0.950
159 C -0.9287 6.1941 0.0507  0.111
160 O -2.0211 6.3278 1.0025  -0.344
161 C -3.2810 6.4921 0.3545  -0.884
162 N 1.5457 6.3600 0.0172  -0.374
163 H 0.3215 8.4103 1.4517  0.385
164 H 1.2439 7.3738 2.5889  0.314
165 H -0.4547 7.3700 2.5369  0.376
166 H 0.4385 5.4398 1.6099  -0.150
167 H -0.9910 5.2023 -0.3971  -0.393
168 H -0.9217 6.9815 -0.7030  0.452
169 H -3.6559 5.7810 -0.3816  0.220
170 H -3.0802 7.2853 -0.3656  0.407
171 H -4.0582 6.6845 1.0941  0.270
172 H 1.6293 7.2350 -0.4805  0.253
173 H 1.5049 5.6417 -0.6917  -0.046
174 C -0.3459 -6.7067 -1.8168  -1.477
175 C -0.7696 -5.6030 -2.7709  -0.041
176 C -1.8554 -4.7109 -2.0919  1.411
177 O -2.9822 -5.5141 -1.9076  -0.463
178 C -4.0751 -4.7946 -1.4681  -0.576
179 N 0.4754 -4.9442 -3.1138  -0.405
180 H -1.1606 -7.4291 -1.7673  0.373
181 H -0.0716 -6.2291 -0.8762  0.189
182 H 0.5413 -7.2672 -2.1114  0.415
183 H -1.0714 -5.9303 -3.7658  0.478
184 H -2.0916 -3.9265 -2.8110  0.141
185 H -1.5391 -4.2911 -1.1370  -1.008
186 H -3.9553 -4.2103 -0.5558  0.170
187 H -4.9185 -5.4630 -1.2945  0.432
188 H -4.5067 -4.1895 -2.2654  0.188
189 H 0.3558 -4.1376 -3.7097  0.146
190 H 0.9262 -4.6403 -2.2627  -0.048

Forces on atoms 1 to 3 (eV/Å):
C 0.72 -0.70 -0.76
C 0.46 0.91 -1.26
O -0.36 0.02 2.77